Entry i
{
  "formula": "C6H6",
  "method": "the ωB97M-V functional and the def2-TZVPD basis",
  "elements": ["C", "C", "C", "C", "C", "C", "H", "H", "H", "H", "H", "H"],
  "xyz": [[1.03, 0.42, -0.27], [0.55, 1.65, -0.30], [2.03, -0.54, -0.18], [1.14, -1.23, 0.47], [-0.39, 0.71, 0.37], [-1.62, 0.34, -0.34], [3.04, -0.75, -0.53], [0.52, -1.91, 0.84], [-0.45, 0.69, 1.46], [-1.48, 0.27, -1.51], [-2.44, 0.99, -0.08], [-1.92, -0.62, 0.08]],
  "molar_mass_g_mol": 78.1,
  "gap_ev": [8.367, 8.364],
  "total_charge": 0
}

---

Entry ii
{
  "formula": "C6H6",
  "method": "the ωB97M-V functional and the def2-TZVPD basis",
  "elements": ["C", "C", "C", "C", "C", "C", "H", "H", "H", "H", "H", "H"],
  "xyz": [[-0.83, 0.67, -0.99], [-2.12, 0.88, -1.18], [0.61, -0.94, -0.88], [0.61, 0.51, -1.18], [-0.28, -0.18, 0.07], [-0.25, 0.09, 1.54], [0.13, -1.66, -1.67], [1.48, -1.31, -0.40], [1.34, 1.21, -0.91], [0.71, -0.02, 1.98], [-1.06, -0.42, 2.02], [-0.33, 1.16, 1.60]],
  "molar_mass_g_mol": 78.1,
  "gap_ev": 8.479,
  "total_charge": 0
}

---

Stability check: which of them is least stable? entry i.

---

Entry i
{
  "formula": "C3H7NO",
  "method": "the ωB97M-V functional and the def2-TZVPD basis",
  "elements": ["C", "C", "O", "H", "H", "H", "H", "C", "N", "H", "H", "H"],
  "xyz": [[0.83, -0.75, 1.00], [0.80, -0.32, -0.45], [0.62, -1.23, -1.39], [1.55, 0.47, -0.65], [-0.02, -1.40, 1.21], [1.75, -1.31, 1.18], [0.82, 0.10, 1.68], [-1.47, 1.22, -0.21], [-0.77, 0.36, -0.82], [-0.60, -0.35, -1.69], [-2.53, 1.36, -0.39], [-0.98, 1.86, 0.53]],
  "molar_mass_g_mol": 73.1,
  "gap_ev": 8.838,
  "total_charge": 0
}

---

Entry ii
{
  "formula": "C3H7NO",
  "method": "the ωB97M-V functional and the def2-TZVPD basis",
  "elements": ["C", "N", "C", "C", "O", "H", "H", "H", "H", "H", "H", "H"],
  "xyz": [[-1.24, 0.84, 0.96], [-0.59, 0.11, -0.15], [0.85, -0.20, -0.09], [1.31, -1.03, -1.42], [2.51, -1.42, -1.46], [-0.64, 1.03, 1.78], [-1.72, 1.80, 0.67], [-2.18, 0.45, 1.35], [-1.21, -0.75, -0.24], [1.25, -0.81, 0.82], [1.34, 0.77, -0.02], [0.33, -0.79, -2.21]],
  "molar_mass_g_mol": 73.1,
  "smiles": "CNCC=O",
  "gap_ev": 9.826,
  "total_charge": 0
}

---

Stability check: which of them is least stable? entry i.

---

Entry i
{
  "formula": "C3H7NO",
  "method": "the ωB97M-V functional and the def2-TZVPD basis",
  "elements": ["O", "C", "C", "C", "N", "H", "H", "H", "H", "H", "H", "H"],
  "xyz": [[0.03, -1.85, -1.24], [0.65, -0.63, -0.83], [0.02, -0.02, 0.40], [-0.98, 1.08, 0.33], [0.40, 1.35, 0.74], [0.21, -2.49, -0.54], [0.56, 0.08, -1.68], [1.74, -0.80, -0.62], [-0.06, -0.73, 1.22], [-1.77, 1.12, 1.08], [-1.28, 1.47, -0.63], [0.48, 1.42, 1.77]],
  "molar_mass_g_mol": 73.1,
  "smiles": "OC[C@@H]1CN1",
  "gap_ev": 10.639,
  "total_charge": 0
}

---

Entry ii
{
  "formula": "C3H7NO",
  "method": "the ωB97M-V functional and the def2-TZVPD basis",
  "elements": ["C", "C", "C", "N", "O", "H", "H", "H", "H", "H", "H", "H"],
  "xyz": [[-0.87, 1.92, 0.36], [1.05, -0.70, -0.70], [0.24, -0.82, 0.60], [-1.12, -0.34, 0.41], [-1.70, -0.81, -0.58], [-1.31, 2.49, -0.53], [-1.03, 2.49, 1.37], [2.09, -0.85, -0.52], [0.82, -1.56, -1.37], [0.74, 0.22, -1.10], [0.37, -1.93, 0.84], [0.71, -0.12, 1.22]],
  "molar_mass_g_mol": 73.1,
  "gap_ev": [8.135, 7.935],
  "total_charge": 0
}

---

Entry iii
{
  "formula": "C3H7NO",
  "method": "the ωB97M-V functional and the def2-TZVPD basis",
  "elements": ["C", "N", "C", "C", "O", "H", "H", "H", "H", "H", "H", "H"],
  "xyz": [[1.49, -0.29, -0.13], [0.29, -1.10, -0.12], [-1.01, -0.51, -0.05], [-0.97, 1.06, -0.07], [-1.98, -1.17, -0.10], [1.36, 0.31, -0.82], [1.47, 0.16, 0.92], [2.31, -0.80, 0.00], [0.29, -1.74, 0.45], [-0.59, 1.35, -1.03], [-0.42, 1.58, 0.70], [-2.23, 1.17, 0.26]],
  "molar_mass_g_mol": 73.1,
  "smiles": "CNC(C)=O",
  "gap_ev": 10.313,
  "total_charge": 0
}

---

Entry iv
{
  "formula": "C3H7NO",
  "method": "the ωB97M-V functional and the def2-TZVPD basis",
  "elements": ["O", "C", "C", "C", "N", "H", "H", "H", "H", "H", "H", "H"],
  "xyz": [[1.97, 0.45, -0.10], [1.22, -0.18, -0.81], [-0.25, 0.04, -0.92], [-1.16, -0.19, 0.25], [-0.81, 1.15, -0.17], [1.61, -1.01, -1.44], [-0.67, -0.22, -1.89], [-0.75, -0.49, 1.21], [-2.15, -0.58, 0.02], [-1.57, 1.59, -0.70], [1.38, -0.09, 2.05], [1.18, -0.61, 2.55]],
  "molar_mass_g_mol": 73.1,
  "smiles": "O=C[C@H]1CN1.[H][H]",
  "gap_ev": 10.745,
  "total_charge": 0
}

---

Stability check: which of them is least stable? entry ii.

---

Entry i
{
  "formula": "C3H7NO",
  "method": "the ωB97M-V functional and the def2-TZVPD basis",
  "elements": ["C", "N", "C", "C", "O", "H", "H", "H", "H", "H", "H", "H"],
  "xyz": [[-1.26, -0.83, 0.31], [-1.04, 0.33, -0.55], [0.02, 1.15, 0.10], [1.28, 0.24, 0.15], [1.39, -0.89, -0.28], [-1.16, -0.64, 1.50], [-0.60, -1.69, -0.06], [-2.36, -1.19, 0.02], [-1.98, 0.94, -0.32], [-0.30, 1.24, 1.18], [0.14, 2.13, -0.43], [2.20, 0.64, 0.84]],
  "molar_mass_g_mol": 73.1,
  "smiles": "CNCC=O",
  "gap_ev": 10.489,
  "total_charge": 0
}

---

Entry ii
{
  "formula": "C3H7NO",
  "method": "the ωB97M-V functional and the def2-TZVPD basis",
  "elements": ["O", "C", "C", "C", "N", "H", "H", "H", "H", "H", "H", "H"],
  "xyz": [[1.62, 0.46, 0.81], [1.31, -0.64, 0.01], [0.05, -0.37, -0.77], [-1.46, 0.50, 0.23], [-0.40, 0.82, -0.82], [1.18, 1.22, 0.37], [1.13, -1.52, 0.64], [2.09, -0.88, -0.72], [-0.53, -1.22, -1.16], [-1.00, 0.29, 1.22], [-2.22, -0.27, 0.01], [-1.87, 1.48, 0.25]],
  "molar_mass_g_mol": 73.1,
  "gap_ev": 8.871,
  "total_charge": 0
}

---

Stability check: which of them is least stable? entry ii.

---

Entry i
{
  "formula": "C3H7NO",
  "method": "the ωB97M-V functional and the def2-TZVPD basis",
  "elements": ["C", "N", "C", "C", "O", "H", "H", "H", "H", "H", "H", "H"],
  "xyz": [[-1.34, -0.89, 0.03], [-0.72, 0.44, -0.24], [0.58, 0.88, 0.38], [1.64, 0.04, -0.29], [2.19, -0.95, 0.10], [-2.28, -0.95, 0.61], [-0.48, -1.42, 0.45], [-1.59, -1.53, -0.81], [-1.30, 1.26, -0.55], [0.53, 0.58, 1.45], [0.83, 1.97, 0.13], [1.94, 0.57, -1.26]],
  "molar_mass_g_mol": 73.1,
  "smiles": "CNCC=O",
  "gap_ev": 9.658,
  "total_charge": 0
}

---

Entry ii
{
  "formula": "C3H7NO",
  "method": "the ωB97M-V functional and the def2-TZVPD basis",
  "elements": ["O", "C", "C", "C", "N", "H", "H", "H", "H", "H", "H", "H"],
  "xyz": [[1.59, 0.44, 0.86], [1.19, -0.61, 0.01], [-0.22, -0.36, -0.51], [-1.23, 0.06, 0.48], [-0.63, 1.05, -0.41], [1.19, 1.24, 0.47], [1.17, -1.52, 0.61], [1.90, -0.75, -0.81], [-0.54, -0.97, -1.35], [-0.93, 0.15, 1.52], [-2.26, -0.21, 0.29], [-1.32, 1.35, -1.08]],
  "molar_mass_g_mol": 73.1,
  "smiles": "OC[C@H]1CN1",
  "gap_ev": 10.816,
  "total_charge": 0
}

---

Stability check: which of them is least stable? entry i.

---

Entry i
{
  "formula": "CH4N2O3P",
  "method": "the ωB97M-V functional and the def2-TZVPD basis",
  "elements": ["C", "N", "N", "O", "O", "O", "P", "H", "H", "H", "H"],
  "xyz": [[-0.22, -0.31, 3.13], [-0.73, -0.17, 2.04], [-0.36, -1.35, -0.24], [0.61, 1.68, -0.57], [0.17, -0.26, 4.26], [2.07, -0.60, -0.61], [1.02, -1.54, -1.08], [-0.28, 1.36, -0.47], [1.20, 1.11, -1.06], [-1.14, -1.95, -0.47], [-0.43, -0.67, 1.13]],
  "molar_mass_g_mol": 123.0,
  "gap_ev": 8.456,
  "total_charge": -1
}

---

Entry ii
{
  "formula": "CH4N2O3P",
  "method": "the ωB97M-V functional and the def2-TZVPD basis",
  "elements": ["C", "N", "N", "O", "O", "O", "P", "H", "H", "H", "H"],
  "xyz": [[0.56, -0.25, 0.43], [1.44, -1.06, 0.75], [-0.30, 0.71, 1.81], [-1.24, -0.88, -1.41], [-0.70, 1.59, -1.06], [0.99, -0.15, -2.22], [-0.04, 0.23, -1.18], [1.55, -1.18, 1.83], [-0.93, -1.31, -2.24], [-1.26, 0.67, 1.41], [-0.07, 1.63, 1.87]],
  "molar_mass_g_mol": 123.0,
  "gap_ev": 9.337,
  "total_charge": -1
}

---

Stability check: which of them is least stable? entry ii.

---

Entry i
{
  "formula": "C4H5FO2",
  "method": "the ωB97M-V functional and the def2-TZVPD basis",
  "elements": ["O", "C", "C", "F", "H", "C", "C", "O", "H", "H", "H", "H"],
  "xyz": [[-2.66, -2.26, 0.53], [-2.75, -0.98, 0.41], [-2.85, 0.06, -0.24], [-2.77, 1.39, -0.24], [-1.72, -2.54, 0.32], [0.56, 0.72, 0.29], [0.27, -0.20, -0.85], [0.07, -1.37, -0.70], [1.29, 1.37, 0.04], [1.07, 0.20, 1.14], [-0.22, 1.39, 0.70], [0.27, 0.22, -1.81]],
  "molar_mass_g_mol": 104.1,
  "smiles": "OC#CF.CC=O",
  "gap_ev": 10.082,
  "total_charge": 0
}

---

Entry ii
{
  "formula": "C4H5FO2",
  "method": "the ωB97M-V functional and the def2-TZVPD basis",
  "elements": ["C", "C", "C", "F", "C", "O", "O", "H", "H", "H", "H", "H"],
  "xyz": [[-0.59, 0.78, 1.38], [-0.80, -0.60, 0.73], [0.01, -0.99, -0.34], [-0.29, -2.19, -0.88], [0.88, -0.27, -1.38], [1.39, -0.98, -2.22], [0.91, 1.07, -1.30], [-0.17, 0.56, 2.45], [0.10, 1.34, 0.82], [-1.50, 1.46, 1.75], [-1.48, -1.45, 1.08], [1.54, 1.29, -2.10]],
  "molar_mass_g_mol": 104.1,
  "smiles": "C/C=C(/F)C(=O)O",
  "gap_ev": 9.983,
  "total_charge": 0
}

---

Stability check: which of them is least stable? entry i.

---

Entry i
{
  "formula": "CH4N3P",
  "method": "the ωB97M-V functional and the def2-TZVPD basis",
  "elements": ["H", "N", "P", "N", "H", "H", "C", "N", "H"],
  "xyz": [[0.52, 1.17, -1.56], [-0.30, 0.67, -1.48], [-0.40, -0.39, -0.33], [-2.06, -0.93, -0.45], [-2.48, -0.46, -1.27], [-2.13, -2.01, -0.43], [2.25, 0.48, 1.89], [3.34, 0.43, 1.55], [1.26, 1.03, 2.08]],
  "molar_mass_g_mol": 89.0,
  "smiles": "[H]/N=P/N.C#N",
  "gap_ev": 9.760,
  "total_charge": 0
}

---

Entry ii
{
  "formula": "CH4N3P",
  "method": "the ωB97M-V functional and the def2-TZVPD basis",
  "elements": ["C", "N", "N", "N", "P", "H", "H", "H", "H"],
  "xyz": [[2.05, -0.51, -0.32], [-1.11, -0.26, 0.95], [-2.01, -0.11, 0.29], [-2.98, -0.02, -0.38], [1.04, 0.79, 0.28], [2.88, -0.93, 0.24], [1.72, -0.56, -1.35], [-3.00, 0.51, -1.35], [1.40, 1.09, 1.64]],
  "molar_mass_g_mol": 89.0,
  "gap_ev": [8.857, 8.857],
  "total_charge": 0
}

---

Stability check: which of them is least stable? entry ii.